A cluster of 6 separate species, C38H67BrIN2O17P2S2 in total at a distorted geometry. Source: the OMol25 dataset; level of theory: ωB97M-V/def2-TZVPD.

Last columns: bonded neighbours and bond lengths (Å).
Cartesian coordinates (Å):
1 C 2.18856 4.40939 2.92437  C2 1.537, H29 1.089, H30 1.089, H31 1.093
2 C 2.48916 4.14876 1.43989  C1 1.537, C3 1.534, H32 1.090, H33 1.091
3 C 1.24373 3.75347 0.63661  C2 1.534, I4 2.149, P5 1.844, H34 1.091
4 I -0.15909 5.38156 0.62698  C3 2.149
5 P 1.63661 3.14171 -1.05749  C3 1.844, C6 1.813, C15 1.815, P26 2.295
6 C 3.25225 3.70996 -1.65342  P5 1.813, C7 1.535, H35 1.091, H36 1.095
7 C 4.52212 3.12958 -1.01523  C6 1.535, C8 1.535, H37 1.094, H38 1.086
8 C 4.76113 1.63389 -1.26651  C7 1.535, C9 1.535, H39 1.095, H40 1.096
9 C 6.25221 1.30448 -1.42523  C8 1.535, N10 1.463, H41 1.090, H42 1.093
10 N 6.64748 0.04281 -0.79974  C9 1.463, C11 1.459, C12 1.406
11 C 5.89687 -1.11090 -1.28351  N10 1.459, H43 1.095, H44 1.092, H45 1.089
12 C 6.81322 0.17334 0.59008  N10 1.406, C13 1.506, O14 1.204
13 C 6.09986 -0.77668 1.51533  C12 1.506, H46 1.093, H47 1.089, H48 1.088
14 O 7.52034 1.04454 1.02773  C12 1.204
15 C 0.45155 3.78167 -2.27384  P5 1.815, C16 1.545, H49 1.091, H50 1.098
16 C -1.00979 3.29271 -2.16070  C15 1.545, C17 1.525, H51 1.090, H52 1.091
17 C -1.61139 2.88223 -3.50083  C16 1.525, S18 1.798, H53 1.094, H54 1.089
18 S -3.32453 2.37366 -3.30084  C17 1.798, C19 1.785
19 C -3.09161 0.79236 -2.50672  S18 1.785, S20 1.640, N21 1.374
20 S -2.11247 -0.32508 -3.20148  C19 1.640
21 N -3.75893 0.54716 -1.33042  C19 1.374, C22 1.500, C24 1.485
22 C -4.57003 -0.71363 -1.37424  N21 1.500, C23 1.531, H55 1.091, H56 1.088
23 C -3.90001 -1.92010 -0.71209  C22 1.531, H57 1.089, H58 1.090, H59 1.089
24 C -4.58005 1.64287 -0.75563  N21 1.485, C25 1.534, H60 1.095, H61 1.087
25 C -4.87409 1.35484 0.72247  C24 1.534, H62 1.088, H63 1.091, H64 1.092
26 P 1.50250 0.85433 -1.19253  P5 2.295, O27 1.627, Br28 2.176
27 O 0.72240 0.80568 -2.61998  P26 1.627, H65 0.969
28 Br -0.13635 0.52048 0.20012  P26 2.176
29 H 1.14136 4.64944 3.10441  C1 1.089
30 H 2.82241 5.20297 3.31712  C1 1.089
31 H 2.41808 3.50862 3.49921  C1 1.093
32 H 3.16265 3.29227 1.40622  C2 1.090
33 H 2.96302 5.01893 0.98376  C2 1.091
34 H 0.72795 2.94971 1.16320  C3 1.091
35 H 3.26285 3.48737 -2.72187  C6 1.091
36 H 3.24482 4.79962 -1.54551  C6 1.095
37 H 5.35816 3.68236 -1.45453  C7 1.094
38 H 4.56412 3.33112 0.05063  C7 1.086
39 H 4.36963 1.06999 -0.41289  C8 1.095
40 H 4.17155 1.30823 -2.13146  C8 1.096
41 H 6.83449 2.09016 -0.94457  C9 1.090
42 H 6.54250 1.29456 -2.47853  C9 1.093
43 H 4.88630 -1.19971 -0.87229  C11 1.095
44 H 5.79758 -1.01576 -2.36654  C11 1.092
45 H 6.45589 -2.02617 -1.09524  C11 1.089
46 H 6.66877 -1.70425 1.61743  C13 1.093
47 H 5.09708 -1.03271 1.17711  C13 1.089
48 H 6.03886 -0.29567 2.48877  C13 1.088
49 H 0.52178 4.87039 -2.26469  C15 1.091
50 H 0.86518 3.46200 -3.23978  C15 1.098
51 H -1.13491 2.50667 -1.41626  C16 1.090
52 H -1.59800 4.14451 -1.81553  C16 1.091
53 H -1.65765 3.75423 -4.16050  C17 1.094
54 H -1.04251 2.11375 -4.02206  C17 1.089
55 H -4.81998 -0.93715 -2.41285  C22 1.091
56 H -5.50454 -0.50312 -0.85785  C22 1.088
57 H -4.57787 -2.33703 0.03084  C23 1.089
58 H -3.66498 -2.70588 -1.43031  C23 1.090
59 H -2.98058 -1.63299 -0.20353  C23 1.089
60 H -5.50968 1.74978 -1.32355  C24 1.095
61 H -4.02986 2.57591 -0.84125  C24 1.087
62 H -5.85537 0.91584 0.88830  C25 1.088
63 H -4.10807 0.69270 1.12835  C25 1.091
64 H -4.82308 2.28400 1.29322  C25 1.092
65 H 1.26283 1.14840 -3.34819  O27 0.969
66 C 2.56444 -2.12843 5.40263  C67 1.503, H73 1.089, H74 1.090, H75 1.090
67 C 2.07236 -0.82830 4.83033  C66 1.503, C68 1.515, O72 1.454, H76 1.093
68 C 0.73678 -0.88329 4.11639  C67 1.515, O69 1.442, H77 1.087, H78 1.092
69 O 0.87443 0.17415 3.14520  C68 1.442, C70 1.344
70 C 2.18464 0.31790 2.88234  O69 1.344, O71 1.201, O72 1.337
71 O 2.62034 0.97393 1.97594  C70 1.201
72 O 2.93343 -0.36661 3.75292  C67 1.454, C70 1.337
73 H 3.53892 -1.99993 5.87056  C66 1.089
74 H 1.86338 -2.48788 6.15548  C66 1.090
75 H 2.66261 -2.87868 4.61755  C66 1.090
76 H 2.06690 -0.04781 5.59597  C67 1.093
77 H -0.11556 -0.68996 4.76258  C68 1.087
78 H 0.59026 -1.82523 3.58442  C68 1.092
79 C -8.56411 -5.76684 2.20702  C80 1.505, H86 1.089, H87 1.090, H88 1.090
80 C -7.63901 -4.88029 1.41823  C79 1.505, C81 1.514, O85 1.447, H89 1.093
81 C -6.16814 -4.99281 1.76033  C80 1.514, O82 1.437, H90 1.085, H91 1.093
82 O -5.68643 -3.67475 1.45277  C81 1.437, C83 1.350
83 C -6.72174 -2.81565 1.57063  O82 1.350, O84 1.193, O85 1.346
84 O -6.61314 -1.62820 1.54230  C83 1.193
85 O -7.88288 -3.48301 1.70571  C80 1.447, C83 1.346
86 H -9.60008 -5.60286 1.91451  C79 1.089
87 H -8.31537 -6.81331 2.03061  C79 1.090
88 H -8.47792 -5.55461 3.27295  C79 1.090
89 H -7.79165 -5.01821 0.34427  C80 1.093
90 H -5.62746 -5.72411 1.16949  C81 1.085
91 H -6.00680 -5.18174 2.82433  C81 1.093
92 C 1.59097 3.95945 7.75026  C93 1.505, H99 1.089, H100 1.090, H101 1.090
93 C 0.97832 2.84925 6.93983  C92 1.505, C94 1.517, O98 1.441, H102 1.096
94 C -0.21337 3.23354 6.08377  C93 1.517, O95 1.433, H103 1.087, H104 1.092
95 O -0.96243 2.01278 6.03771  C94 1.433, C96 1.357
96 C -0.67015 1.30066 7.15572  O95 1.357, O97 1.186, O98 1.352
97 O -1.24974 0.32531 7.50209  C96 1.186
98 O 0.38965 1.84781 7.79334  C93 1.441, C96 1.352
99 H 2.41957 3.58733 8.35037  C92 1.089
100 H 1.96546 4.74251 7.09036  C92 1.090
101 H 0.85131 4.38691 8.42721  C92 1.090
102 H 1.73972 2.35168 6.32908  C93 1.096
103 H 0.04770 3.54532 5.07562  C94 1.087
104 H -0.82627 4.00162 6.56063  C94 1.092
105 C -0.93317 -7.20196 -3.51492  C106 1.505, H112 1.089, H113 1.090, H114 1.091
106 C -2.32286 -7.15367 -2.93977  C105 1.505, C107 1.517, O111 1.443, H115 1.093
107 C -3.13712 -5.92054 -3.28330  C106 1.517, O108 1.433, H116 1.086, H117 1.093
108 O -3.98902 -5.79168 -2.13785  C107 1.433, C109 1.353
109 C -3.36196 -6.36637 -1.08601  O108 1.353, O110 1.189, O111 1.347
110 O -3.71694 -6.26325 0.04448  C109 1.189
111 O -2.28364 -7.06019 -1.50001  C106 1.443, C109 1.347
112 H -0.41472 -8.10420 -3.19491  C105 1.089
113 H -0.98000 -7.19777 -4.60402  C105 1.090
114 H -0.35286 -6.34231 -3.17811  C105 1.091
115 H -2.87882 -8.06062 -3.19161  C106 1.093
116 H -3.73885 -6.02266 -4.18188  C107 1.086
117 H -2.51347 -5.02574 -3.35503  C107 1.093
118 C 2.90965 0.21489 -8.07306  C119 1.504, H125 1.089, H126 1.090, H127 1.090
119 C 2.43579 0.78198 -6.76326  C118 1.504, C120 1.517, O124 1.450, H128 1.095
120 C 1.00742 1.29371 -6.73964  C119 1.517, O121 1.441, H129 1.087, H130 1.091
121 O 1.08183 2.33932 -5.75074  C120 1.441, C122 1.356
122 C 2.35642 2.80020 -5.73015  O121 1.356, O123 1.193, O124 1.340
123 O 2.69095 3.78868 -5.15165  C122 1.193
124 O 3.16554 1.98816 -6.42328  C119 1.450, C122 1.340
125 H 3.94888 -0.10133 -8.00324  C118 1.089
126 H 2.30235 -0.64792 -8.34600  C118 1.090
127 H 2.83815 0.96515 -8.86046  C118 1.090
128 H 2.59834 0.06813 -5.94964  C119 1.095
129 H 0.27185 0.55274 -6.43854  C120 1.087
130 H 0.71499 1.74135 -7.69088  C120 1.091

gap between HOMO and LUMO	0.27311	hartree
HOMO level	-10.078	eV
total charge	+1
total energy	-196669.27398	eV